Record 1
The following is a quantum chemistry calculation of the molecule C20H13ClINO3 at a distorted geometry, from the OMol25 dataset.

orbital gap	7.0	eV
calculated total energy	-1808.26608	Eh
SMILES string	OCc1cccc2cc(Oc3ccc(I)c4cccnc34)c(O)c(Cl)c12
energy relative to the best compared isomer or geometry (same formula, charge and spin)	4.5	kJ/mol

```
! RIJCOSX wB97M-V def2-TZVPD def2/J DEFGRID3
* xyz 0 1
O 6.1490 0.4411 -1.2047
C 4.7159 0.4344 -1.2279
C 4.0054 -0.1315 -0.0002
C 4.7998 -0.8658 0.8924
C 4.2772 -1.3434 2.0974
C 2.9678 -1.0815 2.4538
C 2.1385 -0.3688 1.5552
C 0.8090 -0.1083 1.9476
C -0.0846 0.5884 1.1329
O -1.4071 0.7163 1.4999
C -2.3126 -0.0654 0.8217
C -2.3011 -1.4796 1.0010
C -3.1419 -2.2757 0.2536
C -4.0889 -1.7102 -0.5922
I -5.4290 -3.1238 -1.8094
C -4.1468 -0.3373 -0.7585
C -5.1095 0.2420 -1.6569
C -5.0019 1.6164 -1.9328
C -4.0710 2.3864 -1.2602
N -3.1677 1.8495 -0.3880
C -3.2280 0.5226 -0.0963
C 0.3767 1.0166 -0.1293
O -0.4995 1.6779 -1.0054
C 1.6930 0.7982 -0.5265
Cl 1.9881 1.4052 -2.1461
C 2.6157 0.1253 0.3082
H 6.4101 1.0404 -0.5033
H 4.3699 -0.2011 -2.0411
H 4.3829 1.4868 -1.3844
H 5.7947 -1.1379 0.6249
H 4.9171 -1.9209 2.7546
H 2.5808 -1.4087 3.3958
H 0.4877 -0.4346 2.9390
H -1.5574 -1.9253 1.6657
H -3.0402 -3.3621 0.3672
H -5.8245 -0.3730 -2.2463
H -5.6603 2.0866 -2.6701
H -4.0334 3.4182 -1.5419
H -1.3740 1.8024 -0.5896
*
```

Record 2
The following is a quantum chemistry calculation of the molecule C6H9N, from the OMol25 dataset.

orbital gap (spin up / spin down)	7.6 / 7.4	eV
calculated total energy	-288.54067	Eh
energy relative to the best compared isomer or geometry (same formula, charge and spin)	633.7	kJ/mol

```
! RIJCOSX wB97M-V def2-TZVPD def2/J DEFGRID3
* xyz 0 1
C -1.6553 -3.0382 -0.8742
C -1.0882 -1.8866 -0.3475
C -0.2277 -0.9458 -0.1380
C -0.2960 0.5331 -0.1667
C 0.6854 1.2022 0.7709
C 2.0528 1.5489 0.3378
N 1.0249 2.5862 0.4599
H -2.3762 -3.6030 -0.2923
H -1.4708 -3.3590 -1.8986
H -2.2317 -1.7031 -0.2035
H -1.3105 0.9194 0.0243
H -0.0533 0.8440 -1.1938
H 0.5641 0.9323 1.8204
H 2.3654 1.3301 -0.6812
H 2.8533 1.5119 1.0741
H 1.1637 3.1275 1.3085
*
```

Record 3
The following is a quantum chemistry calculation of the ion C6H11O with charge -1 at a distorted geometry, from the OMol25 dataset.

orbital gap	5.7	eV
calculated total energy	-310.31270	Eh
SMILES string	C=CCCCC[O-]
energy relative to the best compared isomer or geometry (same formula, charge and spin)	273.3	kJ/mol

```
! RIJCOSX wB97M-V def2-TZVPD def2/J DEFGRID3
* xyz -1 1
C -1.1130 2.6545 -0.9958
C -0.5325 1.4644 -0.7307
C 0.6803 1.2305 0.1117
C 0.5671 -0.0438 1.0225
C 0.8311 -1.3768 0.2776
C -0.3545 -2.3479 0.1815
O -0.2765 -3.0748 -0.9882
H -2.1984 2.6300 -0.8256
H -0.6760 3.4574 -1.5714
H -1.1190 0.6477 -1.2078
H 0.8894 2.1002 0.7381
H 1.6221 0.9717 -0.3878
H -0.5256 -0.1523 1.0252
H 1.0353 -0.0990 2.0066
H 1.5873 -2.0065 0.7748
H 1.2047 -1.2131 -0.7270
H -0.2739 -3.0174 1.0856
H -1.3478 -1.8248 0.2108
*
```

Record 4
The following is a quantum chemistry calculation of the ion C9H12NOS with charge +1 at a distorted geometry, from the OMol25 dataset.

orbital gap (spin up / spin down)	5.5 / 5.8	eV
calculated total energy	-877.89316	Eh
energy relative to the best compared isomer or geometry (same formula, charge and spin)	476.8	kJ/mol

```
! RIJCOSX wB97M-V def2-TZVPD def2/J DEFGRID3
* xyz 1 1
C 3.0881 2.2064 -0.7543
C 3.2990 0.8915 -1.1769
C 1.8026 2.5500 -0.4581
C 2.2487 -0.0462 -1.2367
C 0.7262 1.6262 -0.6585
C 1.0032 0.3481 -1.0106
C -2.9256 -1.2809 1.4344
C -1.4961 -0.4774 1.5620
C -3.1388 -1.6918 0.0482
N -0.3270 -0.9503 0.8771
O 0.2843 -2.1744 -1.1688
S -0.3281 -0.9582 -0.8071
H 3.8859 2.8186 -0.7822
H 4.3246 0.7202 -1.6893
H 1.5187 3.5939 -0.1169
H 2.5062 -1.1601 -1.3779
H -0.2157 1.9411 -0.4413
H -2.8653 -2.0438 2.1480
H -3.6378 -0.5122 1.5390
H -1.6662 0.5416 1.2455
H -1.2955 -0.4469 2.6014
H -3.1869 -2.6600 -0.2879
H -3.5524 -0.9693 -0.6676
H -0.0521 -1.8662 1.1783
*
```

Record 5
The following is a quantum chemistry calculation of a structure of composition C21H27AuN6O2S, from the OMol25 dataset.

orbital gap (spin up / spin down)	8.6 / 5.4	eV
calculated total energy	-1828.80763	Eh
energy relative to the best compared isomer or geometry (same formula, charge and spin)	0.0	kJ/mol

```
! RIJCOSX wB97M-V def2-TZVPD def2/J DEFGRID3
* xyz 2 3
Au -0.3283 -0.2111 -0.6430
O -2.0005 -3.8446 -1.2904
C -1.5666 -2.8245 -0.8204
O -1.4265 -1.7083 -1.5002
C -1.0956 -2.7591 0.6141
C -1.2735 -3.8429 1.4787
C -0.7859 -3.7421 2.7522
C -0.1228 -2.5684 3.1687
C 0.4070 -2.4196 4.4742
C 1.0465 -1.2703 4.8323
C 1.1818 -0.2148 3.9023
C 0.6813 -0.3211 2.6363
C 0.0221 -1.5051 2.2465
N -0.4876 -1.6509 0.9890
H -1.7868 -4.7183 1.1073
H -0.8970 -4.5607 3.4524
H 0.2936 -3.2336 5.1782
H 1.4532 -1.1612 5.8278
H 1.6932 0.6899 4.2042
H 0.7856 0.4829 1.9198
C 0.3157 -0.2180 -4.4047
N 0.1213 -1.6322 -4.1555
C -0.7179 -2.4636 -5.0380
C -0.5933 -3.8748 -4.4262
N 0.2481 -3.6208 -3.2536
C 0.5914 -2.3524 -3.1597
S 1.5726 -1.7608 -1.8404
H 0.5116 -0.0723 -5.4657
H 1.1685 0.1394 -3.8334
H -0.5790 0.3436 -4.1301
H -0.3435 -2.4052 -6.0590
H -1.7416 -2.0904 -5.0176
H -0.1096 -4.5851 -5.0937
H -1.5535 -4.2764 -4.1087
H 0.4841 -4.3115 -2.5610
C -1.5147 4.0235 2.2811
C -2.3678 3.3436 1.2331
N -1.5123 2.4624 0.4335
C -0.1831 2.5779 0.3041
N 0.4632 1.6259 -0.4228
C 1.8730 1.8677 -0.7662
C 2.6153 2.5465 0.3666
C 1.8928 3.8256 0.7210
N 0.4534 3.5898 0.8882
C -0.3003 4.6292 1.6075
H -1.1932 3.2976 3.0312
H -2.0867 4.7982 2.7879
H -2.8428 4.0782 0.5799
H -3.1492 2.7364 1.6865
H -1.9608 1.7890 -0.1664
H 1.9148 2.4879 -1.6676
H 2.3250 0.9104 -1.0147
H 3.6310 2.7849 0.0529
H 2.6827 1.8832 1.2314
H 2.0368 4.5790 -0.0581
H 2.2618 4.2443 1.6560
H -0.5840 5.4224 0.9104
H 0.3769 5.0608 2.3420
*
```

Record 6
The following is a quantum chemistry calculation of a structure of composition C27H23BCl2CrN2O4PS, from the OMol25 dataset.

orbital gap (spin up / spin down)	7.1 / 7.6	eV
calculated total energy	-4182.34808	Eh
energy relative to the best compared isomer or geometry (same formula, charge and spin)	0.0	kJ/mol

```
! RIJCOSX wB97M-V def2-TZVPD def2/J DEFGRID3
* xyz 0 2
Cr -0.0779 0.0116 -0.0811
Cl 2.0942 -0.7096 -1.0375
C 2.9028 0.8460 -0.9132
C 4.2801 0.8401 -0.8255
C 4.9422 2.0552 -0.7357
C 4.2172 3.2346 -0.7280
C 2.8351 3.2013 -0.8154
Cl 1.9820 4.7094 -0.7844
C 2.1221 2.0020 -0.9190
S 0.3703 1.9908 -1.0771
H 4.8177 -0.0969 -0.8297
H 6.0205 2.0818 -0.6684
H 4.7146 4.1910 -0.6545
O 0.9703 0.5385 1.5433
C 1.3915 -0.1343 2.4972
C 1.1155 -1.5136 2.7149
C 1.6758 -2.1485 3.8392
C 1.3812 -3.4584 4.0743
C 0.5207 -4.1849 3.2311
C -0.0416 -3.5811 2.1444
C 0.2414 -2.2206 1.8439
O -0.3111 -1.6754 0.8181
N 1.9683 -4.1254 5.2413
O 1.6733 -5.2882 5.4293
O 2.7145 -3.4732 5.9453
H 2.0135 0.3862 3.2350
H 2.3323 -1.6088 4.5081
H 0.3178 -5.2205 3.4624
H -0.7056 -4.1168 1.4806
B -2.5912 -1.8736 -3.5697
C -1.7118 -1.2138 -2.4412
N -1.0888 -0.7338 -1.5927
H -1.9066 -2.7113 -4.1078
H -2.8992 -0.9781 -4.3246
H -3.5579 -2.3433 -3.0095
C -2.7678 -0.3610 2.0110
P -2.1781 0.8098 0.7514
C -3.4771 0.9218 -0.4927
C -3.3625 1.9260 -1.4538
C -4.2786 2.0046 -2.4856
C -5.3111 1.0783 -2.5705
C -5.4270 0.0796 -1.6200
C -4.5105 -0.0015 -0.5794
C -2.2353 2.4161 1.5978
C -1.0762 2.9674 2.1383
C -1.1351 4.1651 2.8361
C -2.3480 4.8174 2.9981
C -3.5060 4.2726 2.4596
C -3.4512 3.0770 1.7627
H -3.7425 -0.0581 2.3961
H -2.0490 -0.3617 2.8319
H -2.8194 -1.3657 1.5936
H -2.5470 2.6399 -1.4032
H -4.1780 2.7780 -3.2350
H -6.0121 1.1264 -3.3927
H -6.2171 -0.6553 -1.6946
H -4.6025 -0.8023 0.1428
H -0.1254 2.4742 1.9954
H -0.2279 4.5943 3.2415
H -2.3917 5.7532 3.5395
H -4.4531 4.7831 2.5756
H -4.3551 2.6657 1.3293
*
```

Record 7
The following is a quantum chemistry calculation of the molecule C3H5N3 at a distorted geometry, from the OMol25 dataset.

orbital gap (spin up / spin down)	7.8 / 7.8	eV
calculated total energy	-281.44194	Eh
energy relative to the best compared isomer or geometry (same formula, charge and spin)	388.9	kJ/mol

```
! RIJCOSX wB97M-V def2-TZVPD def2/J DEFGRID3
* xyz 0 1
N 1.4752 0.7727 0.8187
C 0.4067 0.1050 0.1518
C -0.9395 0.3745 0.4599
N -1.8176 -0.1550 -0.3673
N -0.6288 -1.2716 -1.4770
C 0.4516 -0.7680 -0.9969
H 2.3405 0.6810 0.3135
H 1.6435 0.4587 1.7668
H -1.2382 0.9524 1.3636
H -2.8164 0.0042 -0.1519
H 1.0859 -1.1581 -1.8824
*
```

Record 8
The following is a quantum chemistry calculation of a cluster of 7 separate species, C27H65N3O7 in total at a distorted geometry, from the OMol25 dataset.

orbital gap	7.7	eV
calculated total energy	-1758.46343	Eh
SMILES string	CC1(C)CCCC(C)(C)N1O.CC1(C)CCCC(C)(C)N1O.CC1(C)CCCC(C)(C)N1O.O.O.O.O
energy relative to the best compared isomer or geometry (same formula, charge and spin)	296.3	kJ/mol

```
! RIJCOSX wB97M-V def2-TZVPD def2/J DEFGRID3
* xyz 0 1
C 0.9806 3.7652 2.4161
C -0.4851 3.3199 2.2666
C -1.3305 4.5888 2.1606
C -0.4837 2.6345 0.9548
C -1.6825 1.7630 0.5838
C -1.8875 0.7067 1.6954
C -2.0088 1.4443 3.0979
C -3.3685 2.1348 3.2634
C -1.9821 0.2033 3.9815
N -0.8983 2.4071 3.3531
O -0.8591 2.9487 4.6048
H 1.2048 4.5672 1.7127
H 1.1566 4.2186 3.3916
H 1.6456 2.9059 2.3301
H -2.2980 4.4687 1.6731
H -1.6874 4.9366 3.1300
H -0.8417 5.4324 1.6734
H -0.5910 3.4265 0.2137
H 0.4397 2.1820 0.5933
H -2.5567 2.3914 0.4136
H -1.6127 1.2556 -0.3783
H -1.0155 0.0557 1.6332
H -2.7583 0.1134 1.4166
H -3.6795 2.4965 4.2435
H -4.2177 1.5322 2.9410
H -3.5125 3.0506 2.6902
H -2.7234 -0.5753 3.8018
H -1.9931 0.3818 5.0568
H -1.0975 -0.4003 3.7788
H -0.2763 2.3282 5.0486
C 0.9806 -5.8441 1.5262
C -0.3315 -5.4015 2.3032
C -0.1519 -5.4142 3.8445
C -0.6817 -3.9288 1.9166
C -1.2351 -3.7008 0.5490
C -2.4456 -4.5647 0.4038
C -2.3188 -6.0597 0.6969
C -3.7824 -6.6188 0.9131
C -1.7116 -6.8439 -0.4689
N -1.4778 -6.2888 1.9564
O -1.3872 -7.6167 2.3301
H 1.8283 -5.4080 2.0547
H 1.0729 -6.9302 1.5281
H 1.0332 -5.4241 0.5218
H 0.6821 -4.7432 4.0503
H -1.0370 -5.1531 4.4246
H 0.1828 -6.4011 4.1643
H -1.4500 -3.5686 2.6007
H 0.1729 -3.2713 2.0762
H -1.4967 -2.6428 0.5313
H -0.5014 -3.9026 -0.2314
H -2.8909 -4.4488 -0.5843
H -3.1746 -3.9450 0.9258
H -3.9294 -7.6390 1.2676
H -4.2591 -6.5532 -0.0650
H -4.2484 -5.9121 1.5997
H -0.6932 -6.5028 -0.6553
H -2.1956 -6.6919 -1.4336
H -1.6325 -7.9208 -0.3201
H -1.7368 -7.6002 3.2241
C 0.4609 5.9157 -3.9142
C 1.4990 4.7706 -3.9301
C 2.9357 5.2549 -3.4513
C 0.8718 3.7412 -2.8333
C 1.5162 2.4085 -2.8984
C 1.5451 1.8307 -4.3051
C 2.2241 2.7746 -5.4001
C 3.7055 2.6767 -5.0233
C 2.1690 2.2110 -6.8374
N 1.5398 4.1179 -5.2468
O 1.9175 4.9662 -6.3327
H 0.6547 6.8102 -4.5061
H -0.5227 5.5779 -4.2408
H 0.3100 6.3100 -2.9093
H 3.8104 5.3155 -4.0990
H 2.7970 6.2036 -2.9328
H 3.1277 4.5374 -2.6535
H 1.2049 4.1029 -1.8605
H -0.1937 3.5120 -2.8190
H 2.5059 2.3513 -2.4453
H 0.9286 1.6576 -2.3701
H 0.5699 1.4856 -4.6486
H 2.1739 0.9415 -4.2591
H 4.3736 3.2145 -5.6960
H 4.0631 1.6495 -5.0936
H 3.9226 2.9819 -3.9997
H 1.2161 2.2792 -7.3622
H 2.5793 1.2026 -6.8919
H 2.9046 2.8378 -7.3415
H 1.2435 4.8867 -7.0116
O 1.6940 -2.1129 4.0589
H 2.4005 -2.7400 3.9045
H 1.7003 -1.5490 3.2855
O 0.9576 -0.9693 0.3097
H 1.0674 -0.4743 1.1215
H 0.8290 -0.3009 -0.3634
O 2.4747 -2.0513 -1.4109
H 3.2645 -2.2618 -0.9127
H 1.8385 -1.7805 -0.7490
O 1.5062 0.3000 2.8298
H 2.4261 0.5644 2.8357
H 1.0235 1.1065 3.0113
*
```